Molecular formula: C26H42CsN7O4PS2
Method: DFT, wB97M-V/def2-TZVPD

Results
Charge: -1
Multiplicity: 1
Kohn-Sham gap, eV: 7.0
Max |F|, eV Å⁻¹: 0.309
Calculated total energy, a.u.: -2858.3274

Cartesian coordinates (Å):
Cs -0.5278 0.3168 1.0977
C -3.8704 -3.6018 -3.1710
C -2.8101 -2.5078 -3.1696
N -3.2255 -1.2993 -2.4609
C -3.9988 -0.3193 -3.2231
C -5.4903 -0.3511 -2.9005
C -3.0100 -1.1607 -1.1333
S -2.3482 -2.4235 -0.2053
N -3.4769 -0.0325 -0.5314
C -3.1385 1.2061 -0.8057
O -2.1048 1.6159 -1.4143
C -4.0937 2.2490 -0.2752
C -3.8706 3.5901 -0.5653
C -4.7628 4.5610 -0.1324
C -5.8839 4.1972 0.5999
C -6.1076 2.8594 0.9002
C -5.2178 1.8899 0.4639
H -3.4870 -4.4901 -3.6780
H -4.7747 -3.2816 -3.6924
H -4.1277 -3.8731 -2.1479
H -2.5626 -2.2082 -4.1875
H -1.8994 -2.8721 -2.7004
H -3.8268 -0.5387 -4.2759
H -3.6023 0.6823 -3.0615
H -5.9311 -1.3155 -3.1549
H -6.0118 0.4249 -3.4654
H -5.6523 -0.1666 -1.8393
H -2.9886 3.8508 -1.1346
H -4.5827 5.6035 -0.3648
H -6.5806 4.9539 0.9396
H -6.9778 2.5721 1.4773
H -5.3718 0.8429 0.6883
C 5.7462 0.7114 0.4063
N 5.0053 0.1154 -0.6972
C 5.4999 -1.1915 -1.0924
P 3.4438 0.5398 -1.0614
O 2.3309 -0.1805 -0.4006
N 3.3849 2.1568 -0.6806
C 2.2803 2.5829 0.1706
C 4.0128 3.1623 -1.5021
N 3.4062 0.2744 -2.7000
C 4.4835 0.5880 -3.6099
C 2.1261 0.0258 -3.3528
H 5.8062 0.0255 1.2552
H 5.2527 1.6188 0.7418
H 6.7623 0.9607 0.0816
H 5.6735 -1.8184 -0.2134
H 6.4485 -1.1042 -1.6347
H 4.7791 -1.6938 -1.7345
H 2.0964 1.7837 0.8817
H 1.3718 2.7912 -0.4120
H 2.5355 3.4763 0.7440
H 4.9356 2.7784 -1.9401
H 4.2715 4.0284 -0.8874
H 3.3644 3.5075 -2.3195
H 5.4038 0.7779 -3.0611
H 4.2553 1.4714 -4.2200
H 4.6591 -0.2501 -4.2935
H 1.3861 -0.2790 -2.6184
H 2.2315 -0.7768 -4.0866
H 1.7641 0.9160 -3.8790
O 1.1354 0.7323 4.9680
C 1.7958 0.5809 3.9298
O 1.6197 1.1502 2.8149
C 2.9369 -0.4405 3.9840
C 3.4219 -0.8803 5.2102
C 4.4263 -1.8349 5.2722
C 4.9371 -2.3847 4.1023
C 4.4431 -1.9632 2.8754
C 3.4624 -0.9790 2.8139
H 2.9774 -0.4695 6.1075
H 4.8012 -2.1657 6.2340
H 5.7094 -3.1437 4.1488
H 4.8195 -2.4046 1.9593
H 3.0788 -0.6382 1.8583
N -1.1284 2.1054 -3.9474
C -0.7421 1.4848 -5.0567
N -0.2088 2.2955 -6.0300
S -0.8373 -0.1664 -5.3142
H -0.9845 3.0976 -3.8566
H -1.4620 1.6419 -3.0988
H -0.4768 3.2671 -6.0463
H -0.1235 1.8473 -6.9260